This record from the Open Molecules 2025 dataset describes a 6-piece molecular cluster, C3H18O5 overall at a distorted geometry. The level of theory is ωB97M-V/def2-TZVPD.

Results
charge: 0
orbital gap: 10.8 eV
max |F|: 2.1 eV/Å
structure (SMILES): CCC.O.O.O.O.O

CARTESIAN COORDINATES (ANGSTROEM)
H (0.103, 2.820, -0.899)
H (0.098, 1.011, 0.702)
H (2.412, 0.455, 3.430)
H (3.463, 3.992, 1.166)
O (-0.954, -2.629, 1.143)
H (-1.534, 2.705, 0.119)
O (2.501, 4.153, 1.229)
H (-1.416, 0.370, 0.088)
C (0.479, 0.268, -1.289)
H (2.273, 1.701, 4.250)
O (1.909, 0.810, 4.171)
C (-0.481, 0.876, -0.210)
H (1.436, 0.820, -1.455)
O (-0.695, -3.643, -1.800)
H (-0.063, 0.216, -2.255)
H (-2.881, -1.323, -2.297)
C (-0.909, 2.293, -0.678)
H (-1.536, -2.211, -2.578)
H (0.870, -0.686, -0.941)
H (0.192, -3.958, -1.951)
H (-0.961, -3.274, -0.953)
O (-2.200, -1.587, -2.914)
H (-1.831, -2.963, 1.372)
H (-0.382, -3.055, 1.802)
H (-1.487, 2.243, -1.608)
H (2.374, 3.732, 0.356)

This record from the Open Molecules 2025 dataset describes C3H9IN2OS as an isolated structure at a distorted geometry. The level of theory is ωB97M-V/def2-TZVPD.

Results
charge: 0
orbital gap (spin up / spin down): 6.2 / 6.2 eV
max |F|: 5.6 eV/Å

CARTESIAN COORDINATES (ANGSTROEM)
H (0.366, -2.784, 1.313)
H (1.555, -0.547, 0.996)
O (-0.782, 0.674, 1.516)
S (-0.762, 1.022, 0.101)
N (1.227, -0.409, -1.022)
H (-0.450, -1.902, 0.217)
C (-0.345, 2.826, -0.191)
H (0.641, 3.082, 0.361)
N (-2.198, 1.034, -0.578)
H (2.440, -1.728, 0.109)
H (-0.262, 2.957, -1.270)
H (-1.142, 3.352, 0.071)
C (0.507, -2.279, 0.296)
C (1.541, -1.158, 0.175)
I (-3.429, -0.484, -0.022)
H (0.607, -2.947, -0.449)
H (0.488, -0.710, -1.623)

This record from the Open Molecules 2025 dataset describes a 19-piece molecular cluster, C44H131N5O24 overall at a distorted geometry. The level of theory is ωB97M-V/def2-TZVPD.

Results
charge: +1
orbital gap (spin up / spin down): 8.4 / 3.1 eV
max |F|: 3.6 eV/Å
expectation value of S²: 0.75
2S+1: 2

CARTESIAN COORDINATES (ANGSTROEM)
N (0.588, 23.314, 28.887)
H (0.163, 19.157, 34.229)
H (-0.406, 6.387, 31.805)
H (4.212, 9.363, 32.001)
H (-0.516, 16.915, 34.108)
H (-4.449, 19.066, 32.012)
H (0.544, 15.390, 30.825)
C (3.322, 12.088, 25.756)
H (3.575, 5.297, 30.313)
O (-5.840, 10.758, 35.080)
C (2.737, 23.686, 30.029)
H (2.134, 15.066, 30.190)
C (-3.813, 7.522, 30.533)
N (1.951, 11.978, 27.672)
H (0.616, 12.212, 34.743)
H (-7.017, 14.946, 30.974)
H (3.020, 10.682, 23.552)
H (-2.896, 20.457, 24.495)
H (1.881, 11.022, 27.356)
H (-5.984, 15.884, 34.935)
H (-2.079, 18.929, 26.748)
C (1.571, 15.756, 30.820)
H (-6.251, 17.280, 30.620)
H (1.104, 11.914, 36.455)
H (-2.690, 16.653, 32.117)
H (-2.159, 14.891, 33.253)
C (-2.033, 14.067, 32.551)
H (-2.867, 7.418, 30.003)
H (0.296, 20.376, 28.676)
H (0.337, 22.193, 27.139)
C (1.651, 12.186, 29.083)
H (-4.013, 22.530, 28.925)
H (2.442, 23.022, 30.842)
N (-1.260, 16.163, 35.521)
O (2.049, 15.695, 32.116)
H (-2.622, 16.582, 37.116)
H (-1.615, 21.756, 28.228)
H (-5.060, 19.079, 33.671)
H (2.823, 26.633, 31.616)
H (-3.883, 11.295, 35.720)
H (3.817, 23.591, 29.919)
H (1.964, 3.446, 30.583)
H (-4.701, 6.684, 32.011)
H (-0.889, 19.850, 25.705)
H (-1.661, 19.104, 29.629)
H (-5.251, 11.571, 36.872)
C (0.287, 12.171, 35.781)
H (-4.310, 17.601, 35.707)
C (2.022, 23.319, 28.683)
H (-4.190, 23.800, 27.703)
H (2.610, 12.694, 25.197)
O (2.445, 25.041, 30.337)
O (-0.350, 13.950, 26.721)
C (3.562, 10.176, 24.351)
H (-2.230, 12.842, 34.419)
H (-1.162, 17.499, 29.230)
C (3.186, 12.571, 27.187)
C (-0.423, 6.405, 32.895)
H (-5.099, 12.498, 35.318)
C (-4.263, 8.058, 35.186)
H (2.998, 9.684, 29.261)
H (4.238, 12.499, 25.332)
H (2.421, 22.331, 28.456)
C (-2.074, 10.437, 33.178)
N (-2.823, 14.026, 31.335)
H (-2.004, 21.581, 32.319)
O (-0.457, 21.640, 30.958)
H (1.211, 19.289, 29.709)
H (-2.344, 13.304, 30.816)
H (-4.058, 6.988, 35.151)
H (-5.647, 20.753, 31.579)
H (-4.083, 24.218, 29.384)
O (3.178, 10.665, 25.609)
H (-3.589, 20.019, 33.204)
C (0.497, 11.314, 29.588)
H (-3.957, 8.567, 30.808)
H (-0.004, 23.871, 26.911)
C (-0.175, 15.776, 36.406)
C (-4.581, 19.683, 32.901)
O (-3.802, 6.697, 31.677)
C (-1.851, 19.341, 25.765)
H (0.441, 4.313, 30.705)
H (-2.280, 6.946, 32.806)
H (2.914, 7.575, 31.789)
H (-4.740, 13.656, 31.482)
H (1.228, 10.245, 33.342)
H (-7.617, 17.404, 29.545)
C (-1.595, 22.765, 27.817)
H (-4.597, 7.251, 29.825)
C (3.682, 9.989, 31.282)
C (2.264, 10.408, 33.044)
H (2.504, 12.217, 29.761)
H (-1.504, 9.670, 28.942)
H (0.589, 16.551, 36.474)
H (-1.355, 9.726, 32.772)
H (-5.134, 16.239, 33.440)
H (2.393, 23.969, 27.891)
H (1.478, 14.376, 36.538)
H (-3.161, 14.966, 29.599)
H (0.580, 18.928, 32.479)
H (-0.425, 5.410, 33.341)
O (-2.277, 23.657, 28.668)
H (-3.045, 10.250, 32.721)
H (0.477, 15.500, 27.725)
H (-2.106, 22.779, 26.855)
H (4.059, 11.004, 31.160)
H (-1.586, 15.320, 30.114)
H (-5.422, 11.561, 30.891)
C (-3.100, 16.475, 31.123)
H (1.729, 16.714, 30.325)
O (-1.621, 11.750, 32.800)
H (-5.553, 11.958, 32.649)
O (-5.442, 8.260, 35.926)
H (0.169, 13.381, 27.295)
O (2.315, 10.086, 31.656)
H (3.197, 13.657, 27.276)
C (-4.937, 11.548, 35.828)
H (-1.837, 18.465, 25.117)
H (3.150, 25.044, 32.341)
C (-1.745, 10.662, 29.326)
H (1.177, 3.422, 32.111)
H (-1.905, 10.472, 30.387)
O (-2.979, 20.107, 25.385)
H (0.332, 24.225, 29.239)
C (-0.130, 23.053, 27.620)
O (-5.991, 20.627, 29.802)
H (-5.255, 14.547, 34.052)
O (-2.975, 17.665, 30.269)
O (-3.922, 15.712, 35.060)
C (-5.131, 15.596, 34.321)
O (0.659, 18.511, 27.726)
H (-3.225, 17.572, 34.329)
H (3.994, 12.257, 27.848)
H (3.749, 7.565, 28.968)
O (2.104, 5.162, 31.678)
C (1.353, 4.061, 31.245)
H (-0.085, 15.926, 26.072)
C (3.197, 25.628, 31.421)
H (1.291, 13.214, 29.132)
H (-3.510, 12.593, 33.253)
H (-3.472, 8.613, 35.691)
H (2.813, 9.768, 33.735)
O (-5.484, 20.721, 32.524)
C (-5.167, 19.787, 28.953)
H (2.016, 5.691, 29.606)
H (-1.029, 18.004, 30.904)
H (-4.302, 8.304, 34.125)
C (3.827, 9.336, 29.876)
C (-2.441, 12.780, 33.352)
H (0.326, 11.558, 30.636)
O (-1.500, 7.232, 33.287)
H (-1.079, 18.805, 33.076)
C (0.346, 15.148, 26.702)
H (-6.334, 21.326, 29.240)
H (-2.029, 22.899, 31.226)
H (-5.208, 8.033, 36.828)
C (-1.649, 18.083, 30.010)
C (-0.036, 18.598, 33.315)
H (-1.707, 15.278, 35.332)
H (-2.513, 21.329, 30.632)
C (-5.932, 12.160, 31.647)
O (-0.792, 11.659, 28.985)
C (-6.943, 16.690, 30.019)
O (-0.281, 13.407, 36.209)
H (-0.461, 11.405, 35.987)
H (4.263, 25.703, 31.206)
C (-3.692, 23.530, 28.634)
H (-0.214, 22.246, 30.256)
C (2.770, 7.295, 30.745)
H (-1.733, 17.967, 36.338)
H (-0.977, 14.034, 32.281)
H (3.525, 9.092, 24.251)
H (1.910, 19.974, 28.359)
C (-2.254, 17.021, 36.188)
H (-4.165, 16.342, 31.317)
H (2.651, 11.421, 33.157)
H (0.778, 10.264, 29.503)
C (0.566, 14.495, 35.952)
H (4.603, 10.452, 24.183)
H (-4.205, 20.259, 28.754)
O (0.067, 17.179, 33.392)
H (-6.391, 16.357, 29.140)
C (2.612, 5.767, 30.516)
H (-5.560, 19.650, 27.945)
C (0.970, 19.519, 28.671)
O (-5.686, 13.547, 31.606)
C (-2.600, 15.211, 30.500)
C (-1.797, 21.835, 31.280)
H (4.724, 9.743, 29.410)
H (-5.752, 9.860, 35.409)
H (1.454, 18.140, 27.335)
H (-5.031, 18.777, 29.341)
H (0.905, 14.567, 34.919)
H (-2.108, 10.190, 34.239)
N (3.831, 7.896, 29.919)
H (1.340, 14.978, 26.286)
H (-7.010, 12.003, 31.614)
H (0.563, 6.818, 33.110)
H (1.485, 16.174, 32.727)
H (-0.642, 15.551, 37.365)
H (-2.720, 10.942, 28.927)
H (1.849, 7.786, 30.431)
O (-7.593, 15.690, 30.783)
C (-3.471, 17.066, 35.263)

This record from the Open Molecules 2025 dataset describes a 2-piece molecular cluster, C4H12O2P overall at a distorted geometry. The level of theory is ωB97M-V/def2-TZVPD.

Results
charge: +1
orbital gap (spin up / spin down): 6.3 / 8.2 eV
max |F|: 5.3 eV/Å

CARTESIAN COORDINATES (ANGSTROEM)
H (0.247, 0.611, 1.680)
O (-1.883, 0.664, 0.503)
P (0.734, -0.710, -0.127)
C (0.981, -0.134, 1.526)
H (-1.219, 1.379, 0.065)
H (1.908, -2.771, -1.104)
H (1.951, 0.205, 1.751)
H (3.016, -1.498, -0.079)
H (-0.442, 2.287, -1.632)
H (-3.890, 1.113, 0.609)
C (2.229, -1.677, -0.829)
H (-3.355, 0.192, -0.863)
H (-3.456, -0.558, 0.578)
H (0.445, 2.517, -0.161)
C (-3.177, 0.403, 0.157)
O (0.667, 0.674, -1.062)
C (-0.007, 1.741, -0.699)
H (0.857, -0.918, 2.351)
H (2.591, -1.334, -1.850)

This record from the Open Molecules 2025 dataset describes C4H16KN8O4 as an isolated structure at a distorted geometry. The level of theory is ωB97M-V/def2-TZVPD.

Results
charge: +1
orbital gap: 10.0 eV
max |F|: 4.4 eV/Å

CARTESIAN COORDINATES (ANGSTROEM)
C (-1.538, 0.442, -1.439)
O (0.015, -1.812, 2.284)
H (-0.534, 2.807, 5.497)
N (-0.375, 2.284, 4.649)
N (-1.120, -2.854, 0.539)
H (-1.433, 4.255, 4.232)
H (-1.065, 1.163, -3.242)
N (-2.760, 0.495, -1.908)
H (2.652, -2.268, -3.094)
H (-3.538, 0.484, -1.265)
C (2.180, -0.252, -2.784)
H (0.396, -4.386, 0.497)
O (2.111, 0.592, -1.930)
H (-1.797, -2.116, 0.675)
H (1.484, -3.717, 1.806)
C (-0.159, -2.742, 1.457)
H (1.697, 0.676, -4.431)
N (2.058, -0.204, -4.091)
C (-0.315, 2.869, 3.456)
H (2.714, -1.602, -1.472)
H (0.277, 0.861, -2.064)
H (2.008, -1.086, -4.581)
N (-0.694, 0.914, -2.337)
H (-0.117, 1.307, 4.651)
H (-0.701, 4.611, 2.613)
N (-0.862, 4.036, 3.428)
H (-0.862, -3.351, -0.301)
O (-1.356, 0.096, -0.281)
N (2.557, -1.485, -2.463)
N (0.623, -3.796, 1.284)
K (1.220, 0.543, 0.925)
O (0.206, 2.316, 2.490)
H (-2.971, 0.919, -2.800)

This record from the Open Molecules 2025 dataset describes a 3-piece molecular cluster, C4H8N2O2 overall at a distorted geometry. The level of theory is ωB97M-V/def2-TZVPD.

Results
charge: 0
orbital gap: 6.3 eV
max |F|: 10.0 eV/Å

CARTESIAN COORDINATES (ANGSTROEM)
C (0.473, 1.499, -0.419)
C (-0.138, 0.430, 0.147)
C (0.507, -0.770, -0.125)
C (-1.123, 0.485, 1.078)
H (-1.413, 1.622, 1.472)
H (-0.720, 1.126, -1.799)
H (1.142, -0.681, -2.380)
O (-1.527, -0.436, 1.939)
H (-0.412, -2.782, 0.251)
N (0.476, -1.765, 0.986)
H (-0.024, 2.640, -0.119)
N (1.073, -0.913, -1.272)
H (1.490, 1.792, -0.430)
H (-0.711, -1.372, 1.179)
H (2.813, -1.597, -0.520)
O (0.112, 1.454, -1.906)